(1)
DFT (ωB97M-V/def2-TZVPD) results for a structure of composition C18H15F2N2O4S in a non-equilibrium geometry.

```
! wB97M-V def2-TZVPD RIJCOSX def2/J DEFGRID3
* xyz -1 1
F 7.1019 0.9254 4.4725
C 6.0740 0.6251 3.6057
F 6.3010 -0.5905 3.0416
S 4.4874 0.7623 4.6174
N 3.6365 0.1228 3.2345
C 3.2319 -1.2234 3.1509
O 3.5055 -2.1411 3.9053
C 2.2102 -1.2029 2.0713
C 2.0525 0.1337 1.6404
C 0.8069 0.7436 1.6419
C -0.1531 0.0188 2.3239
C -0.1249 -1.3698 2.3048
C 1.1087 -2.0554 2.2217
C 3.0412 0.9959 2.2986
O 3.2166 2.1930 2.1946
H 5.9401 1.3530 2.7908
H 0.7410 1.7728 1.2864
H -1.0265 0.7239 3.1144
H -1.0618 -1.9309 2.2902
H 1.2035 -3.1283 2.3721
C -4.0667 -3.7036 2.5725
C -3.7951 -2.5096 3.4305
O -3.2267 -1.4581 2.6274
C -2.8016 -0.4709 3.4285
C -2.1797 0.7403 2.7271
C -3.0096 1.9436 2.9834
C -3.3229 2.3518 4.2829
C -3.9403 3.5991 4.4875
N -4.3240 4.3514 3.4700
C -4.0682 4.0046 2.1929
C -3.4650 2.7659 1.9023
O -2.9579 -0.5378 4.6459
H -4.4327 -4.5088 3.2190
H -4.8456 -3.5343 1.8222
H -3.1532 -4.0774 2.0805
H -4.6947 -2.1143 3.8838
H -3.0707 -2.7592 4.1946
H -2.1469 0.5650 1.6339
H -3.1225 1.7066 5.1221
H -4.1871 3.9505 5.4979
H -4.3813 4.6813 1.3842
H -3.3619 2.4585 0.8535
*
```

Largest force on an atom, eV/Å: 5.9
Calculated total energy, eV: -46345.655
Kohn-Sham gap, Eh: 0.1899
Lowest unoccupied orbital energy, eV: 2.51
HOMO level, eV: -2.7

***

(2)
DFT (ωB97M-V/def2-TZVPD) results for a cluster of 2 separate species, HN3OS in total in a non-equilibrium geometry.

```
! wB97M-V def2-TZVPD RIJCOSX def2/J DEFGRID3
* xyz 0 1
N 0.2430 1.4821 0.1198
N 1.0769 0.7490 -0.1875
N -1.1133 -0.2779 0.5369
O -0.3699 -1.2264 0.3978
S 1.7662 -0.5938 -0.5585
H -1.6030 -0.1330 -0.3084
*
```

Largest force on an atom, eV/Å: 3.6
Calculated total energy, eV: -17364.738
Kohn-Sham gap (alpha / beta), Eh: 0.3183 / 0.3183
Lowest unoccupied orbital energy (alpha / beta), eV: -0.62 / -0.62
SMILES: N#[N+][S-].N=O
HOMO level (alpha / beta), eV: -9.3 / -9.3